Formula: C21H52FI2N3O6P
Source: the OMol25 dataset
Level of theory: wB97M-V/def2-TZVPD

Last columns: bonded neighbours and bond lengths (Å).
Atoms and positions in Å:
1 C 2.956 -4.419 -3.788  C2 1.640, H8 1.191, H9 1.192, H10 1.173
2 C 3.146 -5.663 -2.736  C1 1.640, I3 2.232, C4 1.639, H11 1.192
3 I 4.248 -7.312 -3.760  C2 2.232, I5 3.083
4 C 3.989 -5.302 -1.378  C2 1.639, I5 2.215, P6 1.910, H12 1.193
5 I 5.879 -6.455 -1.287  I3 3.083, C4 2.215
6 P 4.308 -3.441 -1.089  C4 1.910, F7 1.780, H13 1.470, H14 1.441
7 F 2.977 -2.797 -0.098  P6 1.780
8 H 3.959 -4.117 -4.354  C1 1.191
9 H 2.221 -4.809 -4.642  C1 1.192
10 H 2.481 -3.449 -3.330  C1 1.173
11 H 2.077 -6.117 -2.468  C2 1.192
12 H 3.346 -5.699 -0.455  C4 1.193
13 H 5.553 -3.324 -0.318  P6 1.470
14 H 4.513 -2.660 -2.282  P6 1.441
15 C -2.878 -2.018 -1.612  O16 1.421, H24 1.093, H25 1.093, H26 1.094
16 O -3.314 -3.031 -0.716  C15 1.421, C17 1.433
17 C -4.117 -4.031 -1.355  O16 1.433, C18 1.537, H27 1.097, H28 1.095
18 C -3.385 -5.382 -1.344  C17 1.537, N19 1.467, H29 1.095, H30 1.094
19 N -2.235 -5.367 -2.255  C18 1.467, C20 1.467, H31 1.018
20 C -1.361 -6.536 -2.113  N19 1.467, C21 1.542, H32 1.097, H33 1.096
21 C -0.605 -6.689 -0.778  C20 1.542, O22 1.430, H34 1.097, H35 1.095
22 O 0.382 -5.678 -0.557  C21 1.430, C23 1.421
23 C -0.114 -4.502 0.067  O22 1.421, H36 1.093, H37 1.090, H38 1.094
24 H -2.360 -1.249 -1.032  C15 1.093
25 H -2.177 -2.426 -2.345  C15 1.093
26 H -3.729 -1.555 -2.120  C15 1.094
27 H -4.409 -3.742 -2.372  C17 1.097
28 H -5.034 -4.126 -0.763  C17 1.095
29 H -4.079 -6.170 -1.654  C18 1.095
30 H -3.068 -5.583 -0.316  C18 1.094
31 H -1.683 -4.530 -2.076  N19 1.018
32 H -0.617 -6.469 -2.916  C20 1.097
33 H -1.946 -7.444 -2.301  C20 1.096
34 H -0.051 -7.635 -0.829  C21 1.097
35 H -1.276 -6.782 0.082  C21 1.095
36 H -0.942 -4.706 0.751  C23 1.093
37 H -0.414 -3.775 -0.687  C23 1.090
38 H 0.703 -4.054 0.641  C23 1.094
39 C -2.748 4.931 1.204  O40 1.421, H48 1.093, H49 1.093, H50 1.094
40 O -3.301 5.120 -0.092  C39 1.421, C41 1.433
41 C -2.396 5.768 -0.994  O40 1.433, C42 1.537, H51 1.097, H52 1.095
42 C -1.996 4.805 -2.122  C41 1.537, N43 1.467, H53 1.095, H54 1.094
43 N -1.126 3.736 -1.621  C42 1.467, C44 1.467, H55 1.018
44 C -0.905 2.659 -2.592  N43 1.467, C45 1.542, H56 1.097, H57 1.096
45 C -2.127 1.805 -2.983  C44 1.542, O46 1.430, H58 1.097, H59 1.095
46 O -2.636 1.005 -1.913  C45 1.430, C47 1.421
47 C -3.588 1.665 -1.089  O46 1.421, H60 1.093, H61 1.090, H62 1.094
48 H -3.529 4.525 1.852  C39 1.093
49 H -1.923 4.215 1.171  C39 1.093
50 H -2.408 5.881 1.625  C39 1.094
51 H -1.515 6.171 -0.480  C41 1.097
52 H -2.937 6.614 -1.431  C41 1.095
53 H -1.468 5.364 -2.903  C42 1.095
54 H -2.914 4.394 -2.552  C42 1.094
55 H -1.544 3.334 -0.785  N43 1.018
56 H -0.155 1.991 -2.151  C44 1.097
57 H -0.456 3.081 -3.499  C44 1.096
58 H -1.792 1.095 -3.749  C45 1.097
59 H -2.924 2.394 -3.450  C45 1.095
60 H -4.184 2.398 -1.639  C47 1.093
61 H -3.088 2.138 -0.244  C47 1.090
62 H -4.265 0.907 -0.682  C47 1.094
63 C 1.107 2.722 1.434  O64 1.421, H72 1.093, H73 1.093, H74 1.094
64 O 0.524 3.461 2.498  C63 1.421, C65 1.433
65 C 0.356 2.683 3.690  O64 1.433, C66 1.537, H75 1.097, H76 1.095
66 C 1.263 3.225 4.806  C65 1.537, N67 1.467, H77 1.095, H78 1.094
67 N 2.675 2.944 4.522  C66 1.467, C68 1.467, H79 1.018
68 C 3.601 3.639 5.422  N67 1.467, C69 1.542, H80 1.097, H81 1.096
69 C 3.644 5.177 5.336  C68 1.542, O70 1.430, H82 1.097, H83 1.095
70 O 4.165 5.669 4.098  C69 1.430, C71 1.421
71 C 3.194 5.818 3.071  O70 1.421, H84 1.093, H85 1.090, H86 1.094
72 H 1.109 3.352 0.541  C63 1.093
73 H 2.141 2.456 1.669  C63 1.093
74 H 0.525 1.821 1.221  C63 1.094
75 H 0.530 1.614 3.516  C65 1.097
76 H -0.688 2.802 3.999  C65 1.095
77 H 0.986 2.755 5.755  C66 1.095
78 H 1.087 4.302 4.887  C66 1.094
79 H 2.883 3.227 3.566  N67 1.018
80 H 4.604 3.260 5.190  C68 1.097
81 H 3.385 3.343 6.455  C68 1.096
82 H 4.341 5.524 6.108  C69 1.097
83 H 2.681 5.642 5.572  C69 1.095
84 H 2.205 6.074 3.462  C71 1.093
85 H 3.143 4.912 2.469  C71 1.090
86 H 3.523 6.628 2.412  C71 1.094

- frontier orbital gap (eV) = 4.59
- HOMO energy (eV) = -10.1
- total charge = +1
- E (Ha) = -2483.1093



Formula: CH7N5S
Source: the OMol25 dataset
Level of theory: wB97M-V/def2-TZVPD

Last columns: bonded neighbours and bond lengths (Å).
Atoms and positions in Å:
1 C -0.276 0.192 0.039  N10 1.362, N11 1.427, N12 1.376
2 H 1.972 2.200 0.479  N9 1.251
3 H 1.598 1.154 -1.383  no bonds
4 H -0.821 2.138 0.413  N10 1.122
5 H -0.002 -1.697 -0.166  N11 1.015
6 H 2.277 -1.535 1.215  S14 1.374
7 H -2.749 -1.478 -0.844  N13 1.064
8 H -2.504 -1.569 0.812  N13 1.101
9 N 1.093 2.114 -0.408  H2 1.251, N10 1.472
10 N 0.068 1.454 0.417  C1 1.362, H4 1.122, N9 1.472
11 N 0.604 -0.889 -0.268  C1 1.427, H5 1.015, S14 1.816
12 N -1.639 0.141 -0.145  C1 1.376, N13 1.408
13 N -2.023 -1.213 -0.112  H7 1.064, H8 1.101, N12 1.408
14 S 2.403 -1.013 -0.050  H6 1.374, N11 1.816

- frontier orbital gap (eV) = 8.42
- HOMO energy (eV) = -8.1
- ΔE to the lowest compared entry with this formula, charge and spin (kJ/mol) = 399.78
- E (Ha) = -714.0403



Formula: C4H12NO
Source: the OMol25 dataset
Level of theory: wB97M-V/def2-TZVPD

Last columns: bonded neighbours and bond lengths (Å).
Atoms and positions in Å:
1 C -0.654 -1.440 -1.452  C2 1.537, H6 1.091, H7 1.090, H8 1.087
2 C -0.179 0.012 -1.625  C1 1.537, C3 1.537, H9 1.087, H10 1.098
3 C 0.369 0.480 -0.267  C2 1.537, N5 1.468, H11 1.114, H12 1.085
4 C 0.660 2.349 1.238  N5 1.280, H13 1.086, H14 1.084
5 N 0.202 1.880 0.139  C3 1.468, C4 1.280, H15 1.022
6 H -1.301 -1.796 -2.254  C1 1.091
7 H 0.191 -2.110 -1.292  C1 1.090
8 H -1.260 -1.499 -0.552  C1 1.087
9 H 0.518 0.161 -2.446  C2 1.087
10 H -1.027 0.653 -1.902  C2 1.098
11 H -0.202 -0.211 0.395  C3 1.114
12 H 1.324 0.160 0.139  C3 1.085
13 H 0.799 1.680 2.082  C4 1.086
14 H 0.881 3.407 1.334  C4 1.084
15 H -0.324 2.512 -0.469  N5 1.022
16 H -0.005 -2.800 2.479  O18 0.958
17 H -0.054 -1.381 2.579  O18 0.984
18 O 0.061 -2.059 1.875  H16 0.958, H17 0.984

- frontier orbital gap (eV) = 9.60
- HOMO energy (eV) = -15.1
- ΔE to the lowest compared entry with this formula, charge and spin (kJ/mol) = 221.21
- total charge = +1
- E (Ha) = -289.2906